# 1
The following is a quantum chemistry calculation of 2 unconnected molecules or ions with the total composition C5H12N2, from the OMol25 dataset.

Summary:
HOMO-LUMO gap (alpha / beta) = 9.02 / 9.02 eV
SMILES string = [H]/N=C/C.CC(C)=N
HOMO (alpha / beta) = -8.958 / -8.958 eV

The geometry in ORCA input format:
```
! wB97M-V def2-TZVPD RIJCOSX def2/J DEFGRID3
* xyz 0 1
H -1.698 0.803 -2.202
N -1.083 1.064 -1.431
C -1.250 0.313 -0.393
C -1.692 0.861 0.951
H -1.742 -0.721 -0.482
H -1.578 0.091 1.711
H -1.094 1.734 1.200
H -2.745 1.139 0.902
C 1.265 -0.113 1.309
C 0.658 -0.573 0.001
C 1.542 -0.262 -1.190
N -0.036 -1.716 0.066
H 1.372 0.972 1.314
H 0.661 -0.430 2.155
H 2.262 -0.540 1.425
H 1.222 -0.791 -2.085
H 1.453 0.799 -1.424
H 2.590 -0.468 -0.974
H -0.107 -2.160 -0.852
*
```

---

# 2
The following is a quantum chemistry calculation of a single C4H11N3O molecule, from the OMol25 dataset.

Summary:
HOMO-LUMO gap = 7.72 eV
HOMO = -8.140 eV

The geometry in ORCA input format:
```
! wB97M-V def2-TZVPD RIJCOSX def2/J DEFGRID3
* xyz 0 1
C 0.570 0.360 -0.303
C 0.348 1.711 0.256
C 1.408 0.246 -1.519
N -1.277 -0.439 1.120
C -0.240 -0.829 0.142
N 1.037 -1.281 0.898
N -2.564 -0.231 0.545
O -0.605 -1.573 -0.853
H -1.365 -1.145 1.842
H 0.853 -1.539 1.860
H 1.543 -2.020 0.426
H -2.689 -0.883 -0.232
H -2.607 0.713 0.176
H -0.540 2.114 -0.250
H 0.944 0.836 -2.318
H 1.183 2.388 0.076
H 0.099 1.661 1.315
H 1.513 -0.784 -1.846
H 2.389 0.694 -1.334
*
```